Record 1
12
Properties=species:S:1:pos:R:3 method="wB97M-V/def2-TZVPD" total_charge=+1 e_homo_ev=-13.9 multiplicity=1 gap_ev=6.2584 e_lumo_ev=-7.64 de_lowest_kcal_mol=71.6
C 2.0318 -0.3156 0.3852
C 0.7215 -0.2000 0.8738
C 2.0678 0.0032 -0.9609
C -2.8313 0.1991 0.0443
N -0.1438 0.2195 -0.0043
S 0.5513 0.6507 -1.4913
H 2.9057 -0.5667 0.8716
H 0.3688 -0.3531 1.9323
H 2.8129 -0.2012 -1.6729
H -2.8923 -0.5845 0.7897
H -3.1767 1.1364 0.2509
H -2.4157 0.0122 -1.0183


Record 2
96
Properties=species:S:1:pos:R:3 method="wB97M-V/def2-TZVPD" smiles=ClCCCl.ClCCCl.ClCCCl.ClCCCl.ClCCCl.ClCCCl.ClCCCl.ClCCCl.ClCCCl.ClCCCl.ClCCCl.ClCCCl e_homo_ev=-10.6 multiplicity=1 gap_ev=10.6787 e_lumo_ev=0.08 de_lowest_kcal_mol=50.2
Cl -2.5719 -2.0618 5.0031
C -0.9495 -1.9654 5.7367
C 0.1827 -1.6731 4.7894
Cl 0.0520 -2.7271 3.3500
H -0.7062 -2.9140 6.2405
H -0.9258 -1.2907 6.5883
H 1.1458 -1.7796 5.2713
H 0.2577 -0.6704 4.3743
Cl 5.2587 1.1785 2.6348
C 5.5146 2.6054 1.4906
C 4.5240 2.4390 0.3551
Cl 4.8525 3.5648 -0.9929
H 6.4832 2.4711 1.0809
H 5.5274 3.4635 2.1032
H 3.5422 2.6596 0.6785
H 4.5753 1.4473 0.0237
Cl -1.5328 -6.2662 -0.8314
C -1.9403 -5.2449 0.6529
C -3.3333 -5.4054 1.2156
Cl -4.6407 -4.7817 0.1861
H -1.7328 -4.2599 0.2749
H -1.1309 -5.4837 1.3021
H -3.3021 -4.7081 2.0531
H -3.6067 -6.3805 1.4835
Cl 3.2561 5.4648 1.9403
C 2.7756 4.3220 3.2425
C 2.9707 4.9135 4.5666
Cl 4.6196 5.4776 4.9559
H 3.2989 3.3467 3.2339
H 1.7088 4.2345 3.0957
H 2.6291 4.2454 5.3671
H 2.3142 5.8503 4.5725
Cl -6.6649 -0.8043 0.2663
C -6.1080 -0.3210 1.9479
C -5.5454 -1.4042 2.7658
Cl -6.5984 -2.6984 3.3254
H -7.0317 -0.0471 2.4823
H -5.4342 0.5653 1.9397
H -5.2128 -0.9477 3.6649
H -4.5757 -1.7341 2.3812
Cl 4.4527 -1.9398 -6.8360
C 5.4761 -0.4416 -6.7067
C 4.8452 0.8275 -7.1149
Cl 5.0921 1.3299 -8.8898
H 6.3957 -0.6868 -7.2502
H 5.7587 -0.2715 -5.6675
H 5.3099 1.6784 -6.6018
H 3.7646 0.7464 -6.9402
Cl -0.5075 1.5402 -6.4533
C -0.7242 1.3806 -4.6814
C -1.6070 0.1908 -4.5895
Cl -2.0569 -0.1742 -2.8752
H -1.2894 2.2944 -4.3433
H 0.1694 1.1640 -4.1019
H -1.1968 -0.7034 -5.0756
H -2.5137 0.3724 -5.1047
Cl -2.7392 -0.4231 0.6291
C -1.1238 -0.2054 1.5068
C -0.4321 1.0105 1.0050
Cl 1.1307 1.1397 1.8561
H -0.5042 -1.0779 1.2767
H -1.2866 -0.1377 2.5725
H -1.0313 1.9102 1.2578
H -0.3378 0.8878 -0.1104
Cl 2.4697 0.1749 -2.2432
C 2.5693 -1.4694 -2.9010
C 1.1219 -2.0578 -2.9620
Cl 0.5956 -2.4893 -1.3269
H 3.2178 -2.0112 -2.2463
H 3.0055 -1.4521 -3.8912
H 1.1599 -3.0063 -3.5358
H 0.3764 -1.3405 -3.3237
Cl -0.0276 4.9904 1.0344
C -1.5808 4.6127 0.2009
C -1.3393 4.0672 -1.1844
Cl -2.8694 3.6522 -2.0077
H -2.1735 5.5668 0.1187
H -2.0980 3.8837 0.8477
H -0.8994 3.0508 -1.1777
H -0.7822 4.6607 -1.8785
Cl 1.0277 -4.9724 -5.6165
C -0.5709 -5.6900 -5.0739
C -1.2675 -4.9100 -4.0170
Cl -1.8883 -3.3338 -4.5442
H -0.2597 -6.6258 -4.6259
H -1.1468 -5.7654 -6.0483
H -0.6161 -4.5815 -3.1775
H -2.0408 -5.4554 -3.5981
Cl -0.0725 2.5344 6.7061
C -0.8825 2.2831 5.1244
C -2.3734 2.0155 5.2793
Cl -3.1838 2.2248 3.6384
H -0.3981 1.4431 4.6442
H -0.7372 3.2142 4.5673
H -2.7646 2.7024 6.0714
H -2.5609 0.9925 5.5729


Record 3
47
Properties=species:S:1:pos:R:3 method="wB97M-V/def2-TZVPD" smiles="CCOc1ncccc1C(=O)O[C@H](C)C(=O)Nc1ccc(CC)cc1" e_homo_ev=-8.2 multiplicity=1 gap_ev=8.5493 e_lumo_ev=0.33 de_lowest_kcal_mol=21.8
C -5.1637 -0.1447 2.5385
C -5.2039 0.4898 1.1553
O -3.9328 0.4581 0.5137
C -3.5466 -0.6910 -0.0367
N -4.3460 -1.7452 0.0339
C -3.9909 -2.8696 -0.5659
C -2.8232 -3.0120 -1.2932
C -1.9746 -1.9185 -1.3694
C -2.3112 -0.7380 -0.7215
C -1.3873 0.4160 -0.8215
O -0.6600 0.6059 -1.7642
O -1.4142 1.1828 0.2772
C -0.6386 2.3863 0.2647
C -1.2064 3.4199 -0.6982
C 0.8540 2.1268 -0.0345
O 1.5384 2.9539 -0.5873
N 1.2843 0.9419 0.4668
C 2.5332 0.3268 0.3141
C 3.6038 0.9393 -0.3275
C 4.8055 0.2674 -0.4463
C 4.9752 -1.0134 0.0635
C 6.3015 -1.7112 -0.0357
C 7.1915 -1.3446 1.1537
C 3.9004 -1.6136 0.7068
C 2.6922 -0.9565 0.8305
H -4.3942 0.3272 3.1446
H -4.9479 -1.2060 2.4519
H -6.1266 -0.0175 3.0248
H -5.4468 1.5528 1.2238
H -5.9399 -0.0213 0.5269
H -4.6911 -3.6865 -0.4513
H -2.5811 -3.9430 -1.7784
H -1.0449 -1.9599 -1.9177
H -0.7125 2.7511 1.2974
H -0.6210 4.3311 -0.6213
H -1.1372 3.0501 -1.7179
H -2.2458 3.6246 -0.4540
H 0.5919 0.3676 0.9308
H 3.4855 1.9291 -0.7343
H 5.6294 0.7506 -0.9514
H 6.1513 -2.7927 -0.0530
H 6.8025 -1.4211 -0.9613
H 6.7159 -1.6388 2.0867
H 8.1532 -1.8473 1.0799
H 7.3613 -0.2707 1.1811
H 4.0074 -2.6102 1.1113
H 1.8618 -1.4413 1.3270


Record 4
43
Properties=species:S:1:pos:R:3 method="wB97M-V/def2-TZVPD" e_homo_ev=-6.1 multiplicity=1 gap_ev=3.7887 e_lumo_ev=-2.30 de_lowest_kcal_mol=40.7
F 0.4924 -4.5554 2.9150
C 0.3091 -3.6799 1.8620
C 0.8335 -3.9809 0.6103
C 0.6380 -3.0670 -0.4476
C 0.0067 -1.8505 -0.2046
C -0.5167 -1.5571 1.0906
C -1.2185 -0.3132 1.3001
C -1.7192 0.2036 2.5639
C -2.7916 1.1377 2.4936
C -3.3987 1.5661 3.6639
C -2.8931 1.1574 4.9136
C -1.7292 0.3931 4.9613
F -1.2346 -0.0297 6.1813
C -1.0803 -0.0366 3.8060
C -0.4119 -2.5202 2.1144
H 1.3350 -4.9280 0.4458
H 0.9575 -3.3123 -1.4686
H -0.1386 -1.1408 -1.0359
H -0.6490 1.2831 0.2811
H -3.1925 1.4720 1.5240
H -4.2828 2.2055 3.5977
H -3.3889 1.4681 5.8258
H -0.1712 -0.6373 3.8792
H -0.8824 -2.3375 3.0757
C 3.8850 0.5048 -4.6496
C 2.6935 0.8653 -3.8334
C 2.8598 1.3343 -2.5293
C 1.7654 1.7259 -1.7631
C 0.4896 1.6601 -2.3428
S -0.9414 2.2464 -1.4627
N -1.2785 0.4965 0.2701
O -0.5923 3.2954 -0.5188
O -2.1967 2.1868 -2.1799
C 0.2912 1.1199 -3.6155
C 1.4071 0.7460 -4.3557
H 3.5964 0.1431 -5.6335
H 4.5259 1.3776 -4.7773
H 4.4757 -0.2698 -4.1613
H 3.8637 1.4088 -2.1135
H 1.9133 2.0961 -0.7439
H -2.1766 0.7248 -0.1573
H -0.7220 1.0247 -4.0149
H 1.2677 0.3733 -5.3663


Record 5
63
Properties=species:S:1:pos:R:3 method="wB97M-V/def2-TZVPD" e_homo_ev="-7.9 / -7.9" multiplicity=5 gap_ev="8.3375 / 8.3682" e_lumo_ev="0.48 / 0.44"
Fe 0.8833 -0.9981 -1.4936
O -0.5773 -4.4390 -0.7217
C -0.8888 -3.2904 -0.9818
O -0.2658 -2.5190 -1.8221
C -2.1367 -2.7215 -0.3235
C -3.1758 -3.6216 -0.0860
C -4.3669 -3.2010 0.4769
C -4.5329 -1.8676 0.8368
C -3.4989 -0.9737 0.6324
C -2.2953 -1.3864 0.0543
P -0.9862 -0.1369 -0.1704
C -0.7202 0.5468 1.4982
C -1.0938 -0.1160 2.6625
C -0.7436 0.3977 3.9065
C -0.0247 1.5789 3.9988
C 0.3486 2.2508 2.8402
C 0.0096 1.7336 1.5998
C -1.8713 1.1846 -1.0670
C -2.0434 0.9973 -2.4383
C -2.7470 1.9284 -3.1862
C -3.2781 3.0562 -2.5746
C -3.1074 3.2496 -1.2121
C -2.4074 2.3157 -0.4582
H -3.0205 -4.6567 -0.3595
H -5.1703 -3.9094 0.6352
H -5.4632 -1.5272 1.2740
H -3.6270 0.0640 0.9200
H -1.6529 -1.0414 2.6044
H -1.0384 -0.1298 4.8046
H 0.2402 1.9797 4.9690
H 0.9040 3.1784 2.9037
H 0.2994 2.2621 0.7000
H -1.6190 0.1267 -2.9244
H -2.8693 1.7771 -4.2509
H -3.8223 3.7858 -3.1612
H -3.5195 4.1279 -0.7312
H -2.2829 2.4762 0.6052
C 3.8942 4.4712 -2.5824
C 3.3191 3.1957 -2.0435
C 3.4104 2.8737 -0.6911
C 2.8139 1.6982 -0.2956
N 2.1852 0.8993 -1.1513
C 2.1720 1.2644 -2.4591
S 1.4123 0.1232 -3.5175
N 2.7133 2.3994 -2.9199
H 4.5650 4.9473 -1.8691
H 3.0827 5.1638 -2.8144
H 4.4250 4.2708 -3.5117
H 3.9218 3.5119 0.0148
H 2.8346 1.3797 0.7416
C 2.7814 -2.7970 2.0163
C 2.6315 -4.0122 1.0974
C 2.4876 -3.3933 -0.2874
O 2.0356 -2.0241 -0.0525
C 1.8571 -1.7978 1.3563
H 3.8087 -2.4271 2.0034
H 2.4962 -2.9988 3.0479
H 1.7347 -4.5796 1.3495
H 3.4870 -4.6840 1.1482
H 1.7558 -3.9008 -0.9073
H 3.4387 -3.3237 -0.8160
H 0.8147 -1.9906 1.6241
H 2.0830 -0.7517 1.5595


Record 6
16
Properties=species:S:1:pos:R:3 method="wB97M-V/def2-TZVPD" smiles="[H]/N=c1/[nH]c(C)c(N)[nH]1" e_homo_ev=-7.1 multiplicity=1 gap_ev=7.8735 e_lumo_ev=0.78 de_lowest_kcal_mol=25.3
H -3.4817 -0.9166 0.4057
N -3.0698 -0.0038 0.0423
C -1.8130 -0.0149 -0.0345
N -0.9343 1.0364 -0.1650
C 0.4606 0.5819 -0.1516
C 1.4376 1.6815 0.0836
C 0.4176 -0.7989 -0.0930
N 1.3645 -1.8825 0.0171
N -0.8726 -1.2084 -0.0697
H -1.2595 1.9680 -0.2966
H 1.5018 2.4654 -0.7334
H 1.1207 2.1974 1.0276
H 2.4532 1.3631 0.0725
H 1.7290 -2.4022 -0.8401
H 2.0259 -1.8861 0.7986
H -1.0799 -2.1803 -0.0636


Record 7
117
Properties=species:S:1:pos:R:3 method="wB97M-V/def2-TZVPD" total_charge=+2 e_homo_ev=-10.4 multiplicity=1 gap_ev=1.1023 e_lumo_ev=-9.31
O 15.6470 -9.4149 -19.4127
H 14.7709 -9.5801 -19.0565
H 16.0198 -8.6386 -18.9885
H 15.5294 -9.2594 -20.3527
O 12.0693 -3.6837 -13.8431
H 12.6646 -3.8634 -14.5745
H 11.9215 -4.5260 -13.4069
H 12.4567 -2.9340 -13.3854
Cd 16.2547 -8.6786 -13.2037
C 11.4780 -7.2596 -16.3138
C 11.8225 -7.9487 -17.5172
C 13.0579 -8.9397 -17.4458
O 13.3451 -9.7473 -18.3493
C 13.8829 -9.0005 -16.1769
C 13.5347 -8.2449 -15.1680
C 12.2677 -7.3142 -15.1874
O 11.7804 -6.7158 -14.1737
O 14.2591 -8.3927 -14.1180
O 11.1601 -7.8736 -18.5578
H 10.5598 -6.6970 -16.2322
H 14.7284 -9.6718 -16.2042
O 16.4829 -6.5384 -13.0711
H 17.1173 -5.9309 -12.6907
H 15.9764 -6.0043 -13.6830
O 12.5849 -7.4699 -20.8475
H 12.1328 -7.3112 -20.0188
H 12.5696 -8.4214 -20.9509
O 13.6932 -6.2321 -11.5999
H 14.2078 -7.0121 -11.3925
H 13.2084 -6.4676 -12.3909
O 7.9328 -4.8912 -17.0590
H 7.8016 -5.0641 -16.1267
H 8.8697 -4.7123 -17.1403
O 11.6969 -10.1557 -20.5351
H 10.9108 -10.7018 -20.5237
H 11.9772 -10.1194 -19.6206
O 16.9573 -8.6372 -15.1266
H 17.8078 -8.8509 -15.5102
H 16.6995 -7.8205 -15.5542
O 10.3941 -4.9249 -18.0096
H 10.4687 -5.8515 -18.2380
H 11.2563 -4.6926 -17.6649
O 8.9877 -9.5671 -17.8420
H 9.4434 -10.3261 -18.2060
H 9.5504 -8.8233 -18.0572
C 19.2025 -15.8428 -15.6691
O 18.5064 -15.3095 -16.8464
C 17.0841 -15.4276 -16.8574
C 16.4789 -14.1008 -17.2070
N 15.1133 -14.1276 -16.7638
C 14.3539 -12.8715 -17.0952
C 12.8512 -13.1249 -16.8050
O 12.2411 -14.0552 -17.7000
C 10.8496 -14.3561 -17.2531
H 19.0296 -15.7270 -14.5991
H 20.2653 -15.6104 -15.7365
H 19.1437 -16.9291 -15.7379
H 16.7260 -15.6864 -15.8610
H 16.7793 -16.2601 -17.4916
H 16.5070 -14.0436 -18.2951
H 16.9153 -13.2735 -16.6472
H 14.5596 -14.8646 -17.1765
H 14.3773 -12.7147 -18.1736
H 14.4510 -12.0291 -16.4104
H 12.2457 -12.2246 -16.9097
H 12.6982 -13.4527 -15.7768
H 10.3007 -14.4343 -18.1916
H 10.3364 -13.6549 -16.5950
H 10.9273 -15.3722 -16.8663
C 7.8680 -2.5570 -11.7164
O 7.3966 -2.6592 -13.0535
C 8.0248 -3.5116 -13.9674
C 7.9754 -4.9360 -13.4294
N 8.4201 -5.7992 -14.5280
C 7.9062 -7.2137 -14.3898
C 6.4603 -7.3382 -14.6471
O 6.0910 -8.6937 -14.4598
C 6.5671 -9.6515 -15.4009
H 7.3443 -1.7734 -11.1687
H 8.9069 -2.2519 -11.5910
H 7.8285 -3.4973 -11.1666
H 9.0139 -3.1702 -14.2726
H 7.3341 -3.4664 -14.8094
H 6.9839 -5.1878 -13.0529
H 8.6465 -5.0400 -12.5768
H 9.4295 -5.8145 -14.4962
H 8.1238 -7.5740 -13.3844
H 8.4378 -7.9019 -15.0471
H 6.2592 -6.9971 -15.6626
H 6.0042 -6.6622 -13.9239
H 5.8381 -10.4612 -15.4338
H 7.6094 -9.9350 -15.2542
H 6.4445 -9.2777 -16.4174
C 2.2816 -9.2384 -21.2316
O 3.6783 -8.9587 -21.0634
C 4.1477 -9.2865 -19.7402
C 4.3307 -7.9032 -18.9382
N 5.4582 -7.0882 -19.5259
C 6.7390 -7.4996 -19.1318
C 7.6717 -7.2178 -20.3701
O 7.2540 -7.6227 -21.6446
C 8.3201 -8.2249 -22.3935
H 1.9254 -9.2215 -22.2616
H 1.6868 -8.4312 -20.8040
H 1.8590 -10.1836 -20.8909
H 5.1414 -9.7313 -19.7923
H 3.6376 -10.0326 -19.1310
H 4.5202 -8.2074 -17.9088
H 3.3524 -7.4371 -19.0554
H 5.3720 -7.0000 -20.5283
H 6.6071 -8.5616 -18.9245
H 7.1007 -6.8622 -18.3249
H 8.7166 -7.4481 -20.1618
H 7.7507 -6.1380 -20.4958
H 8.8483 -7.3846 -22.8440
H 7.9293 -8.7439 -23.2688
H 8.9881 -8.8908 -21.8471


Record 8
62
Properties=species:S:1:pos:R:3 method="wB97M-V/def2-TZVPD" smiles="Cc1cc(C)c(NC(=O)CN2CCOCCOCCOCCOCC2)c(C)c1" e_homo_ev=-8.0 multiplicity=1 gap_ev=8.6596 e_lumo_ev=0.69 de_lowest_kcal_mol=459.3
C 3.8206 -0.2004 7.2463
C 3.0557 -0.1255 5.8608
C 3.7622 0.4664 4.9092
C 3.0759 0.5186 3.6900
C 3.7682 0.7581 2.4289
C 1.8492 0.1881 3.5491
N 1.1311 0.3960 2.3447
C -0.2097 1.1516 2.2240
O -0.6173 1.7447 3.0168
C -0.5158 1.3404 0.8033
N 0.0327 0.1776 -0.0555
C -0.8466 -1.0397 0.2911
C -2.1597 -1.2742 -0.3965
O -2.1947 -1.7035 -1.5298
C -3.3769 -1.8375 -2.4033
C -3.0127 -2.0395 -3.7865
O -2.1692 -1.3510 -4.4148
C -1.6933 -1.2790 -5.7821
C -0.4168 -0.1106 -6.0435
O -1.1492 0.9437 -6.2576
C -1.4877 1.9171 -5.0564
C -0.2322 2.2476 -4.2615
O 0.3376 1.4331 -3.3992
C -0.6994 0.8435 -2.2967
C 0.4032 0.2383 -1.2995
C 1.0083 -0.2152 4.7534
C -0.5348 -0.3868 4.7173
C 1.6286 -0.4375 5.8549
H 4.6434 -0.4886 7.0032
H 3.4300 -0.8972 7.9028
H 3.9992 0.7923 7.6861
H 4.8628 0.3228 4.8326
H 3.7090 0.0702 1.5952
H 3.0908 1.6178 2.0842
H 4.7794 0.9527 2.6954
H 1.3392 0.1105 1.5395
H 0.0023 2.0281 0.2845
H -1.6298 1.2821 0.4801
H -0.3678 -2.1299 -0.1593
H -1.0856 -1.1449 1.4033
H -2.7109 -0.2033 -0.3421
H -2.9248 -1.9019 0.1640
H -3.7304 -0.7165 -2.5898
H -3.9708 -2.7093 -2.0731
H -2.2782 -3.0262 -4.0807
H -3.7890 -2.2351 -4.5801
H -1.1078 -2.1523 -5.7719
H -2.4103 -1.2554 -6.3645
H -0.0068 -0.0526 -4.9218
H 0.0475 -0.4741 -6.7894
H -2.2030 1.2914 -4.5747
H -2.0610 2.5573 -5.5521
H 0.4160 2.6895 -4.9137
H -0.6122 3.2306 -3.6799
H -0.9197 1.6631 -1.9103
H -1.4437 0.4340 -2.6122
H 0.6218 -0.7173 -1.5774
H 1.2715 1.0488 -1.3357
H -1.2533 0.5072 4.7348
H -0.6356 -1.1914 3.9800
H -0.7723 -0.9559 5.8418
H 1.1430 -0.7110 6.8939


Record 9
11
Properties=species:S:1:pos:R:3 method="wB97M-V/def2-TZVPD" smiles="Nc1[nH]c(=O)oc1Cl" e_homo_ev=-8.9 multiplicity=1 gap_ev=9.2534 e_lumo_ev=0.39 de_lowest_kcal_mol=38.0
N 0.8965 2.0931 0.1588
C 0.1152 0.9769 -0.1147
N -1.2977 1.0247 -0.2438
C -1.6290 -0.3363 -0.0753
O -2.7875 -0.7225 0.2198
O -0.5885 -1.1445 -0.1097
C 0.4972 -0.2445 -0.1159
Cl 2.0488 -0.9259 0.0454
H 1.1452 3.0147 -0.4564
H 1.7459 1.8266 0.5730
H -1.8052 1.6352 0.6618


Record 10
25
Properties=species:S:1:pos:R:3 method="wB97M-V/def2-TZVPD" e_homo_ev=-7.4 multiplicity=1 gap_ev=8.1786 e_lumo_ev=0.82 de_lowest_kcal_mol=75.6
C -1.3117 1.6149 -0.5489
C -0.1005 -0.4408 -0.1334
C -2.7718 1.1047 -0.5490
C -0.5828 -1.2686 -1.3176
C 2.6134 -2.2932 2.4101
C 1.3748 2.6403 -1.1976
C 1.4405 -1.8602 1.6423
N -0.1218 0.9949 -0.4669
N 1.0114 1.3841 -0.6999
P 1.6413 -0.8619 0.3008
H -1.1394 2.5460 -1.0841
H -0.6959 -0.5778 0.8900
H -3.2248 1.4938 -1.5073
H -3.3721 1.4540 0.2199
H -2.8133 0.0845 -0.6869
H -1.5977 -0.9977 -1.7217
H -0.5201 -2.2829 -1.0806
H 0.0577 -0.9859 -2.1711
H 3.4383 -2.3901 1.8299
H 2.7895 -1.6200 3.4082
H 2.2025 -3.2042 2.8855
H 1.0948 3.2880 -0.3398
H 2.3656 2.8898 -1.4128
H 0.8573 2.7457 -2.1544
H 0.4402 -2.0103 2.1343


Looking at max |F| for the records above, in order, we have 5.1 3.2 0.7 4.5 0.5 3.8 6.3 16.8 6.8 6.1 eV/A.
Looking at E for the records above, in order, we have -16559.4659 -326206.5287 -31231.2905 -42865.9086 -93110.7006 -10237.1454 -75962.0162 -35525.7609 -22755.6424 -19765.7119 eV.